Record 1
Molecular formula: C19H43F3NO13P2S7
Method: DFT, ωB97M-V with the def2-TZVPD basis set

XYZ file:
```
88
Properties=species:S:1:pos:R:3
N 1.3751 -0.8598 -0.6893
H -0.4380 7.7888 -3.3615
H -2.5818 2.3349 0.7416
H -0.9752 -9.3162 1.3285
H -5.6320 -4.0324 6.5946
H 6.8430 2.1550 -3.9494
O -1.3651 4.5175 -2.2672
C 0.6082 0.0548 -1.3124
O -0.3430 0.3074 -4.8091
H -4.9936 5.1433 -0.1819
O -1.1498 2.4128 -3.6426
O -1.2140 -11.2330 3.4185
H -3.3454 6.4052 -1.2139
C 6.4327 3.0723 -3.5239
C -0.7548 0.1844 -0.9996
F -2.5006 -4.0019 0.0120
C -1.3236 -0.6572 -0.0513
H 6.2073 4.3495 -6.0576
C 7.9076 4.6687 1.7366
O 7.4037 4.2327 -0.8321
H 7.8039 1.8234 1.7764
H 2.3594 -0.9481 -0.9230
C -3.4206 -5.1314 5.1763
C -2.7520 6.7625 -2.0528
H 5.9567 2.5884 -6.2493
C -0.3674 -9.0388 2.1908
S -4.6281 2.7841 -0.3883
H -5.9528 4.2096 1.0048
C -0.4952 6.7077 -3.4867
C 5.4873 3.5352 -5.9817
H 1.8414 2.0496 -5.2050
H 0.5032 6.3095 -3.6599
H 7.7530 4.2309 2.7229
H -2.8731 4.0849 0.6059
O 4.0106 2.2169 -4.2065
C 0.8625 -1.6882 0.2351
C -2.6725 -9.0226 3.5455
H -1.1392 6.4574 -4.3300
S -1.0486 -9.7836 3.6845
O -4.0336 2.9619 -1.7380
H -6.4548 4.2697 -0.7004
H 9.0195 2.3647 0.5806
H -6.1860 -5.3962 5.5765
H -2.4056 -5.5043 5.0457
H -1.3402 0.9490 -1.5150
H 8.9704 4.6923 1.4952
H 0.6465 -9.4113 2.0561
P 0.0673 1.5685 -4.1888
H 7.1211 3.9015 -3.6780
H -6.3453 -5.4779 7.3472
O -2.0918 -2.3776 2.5720
H -2.6232 7.8418 -1.9739
H -0.8910 2.9448 -2.8411
F -1.7031 -5.3707 1.5181
H 7.5967 1.4352 0.0529
H -3.1315 -9.3002 2.5955
F -0.4449 -4.5763 -0.0885
H -4.0256 -5.4110 4.3122
O 0.1443 -3.0782 2.6137
H -0.3438 -7.9539 2.3043
O -4.2654 -7.3268 6.4022
H -3.7587 3.1136 1.8208
S -0.9973 -2.8294 1.7803
S -4.1032 -5.8738 6.6680
H -3.3965 -4.0466 5.2842
H -2.5740 -7.9387 3.6142
S -1.1444 5.9684 -1.9844
C 7.9597 2.1809 0.7584
H 6.2690 2.9387 -2.4590
H 1.5257 -2.4290 0.6830
C -3.3325 3.1186 0.8175
O -3.2518 -0.2203 1.3404
H -4.4565 -0.4131 -0.5688
C -1.4479 -4.3296 0.7693
S 4.8622 3.4510 -4.2999
C -0.4511 -1.6103 0.5584
P 1.4595 1.0744 -2.5753
C -5.6007 4.2518 -0.0261
O -3.6592 -0.9582 -0.6919
S 7.0262 3.6989 0.5065
H -3.2517 6.5068 -2.9871
H 4.6497 3.7284 -6.6501
H -3.2923 -9.3792 4.3658
C -2.8041 -0.5826 0.2876
H 2.3835 0.1673 -3.1533
H 7.5084 5.6811 1.7225
C -5.7291 -5.1164 6.5263
O 0.9385 2.4279 -5.2548
```

Output
- energy above the lowest of the compared OMol25 structures with the same formula, charge and spin (eV) = 0.825
- highest occupied orbital energy (eV) = -9.9321
- frontier orbital gap (eV) = 5.10
- total energy (eV) = -151074.070
- net charge = +1
- multiplicity = 1

Need the Löwdin charges? In units of e they are: 0.100 0.060 0.027 0.057 0.052 0.065 -0.575 -0.403 -0.304 0.039 -0.154 -0.544 0.028 -0.269 0.044 0.158 -0.009 0.060 -0.265 -0.560 0.054 0.171 -0.285 -0.244 0.062 -0.278 0.796 0.061 -0.251 -0.260 0.042 0.053 0.056 0.053 -0.625 -0.011 -0.268 0.067 0.804 -0.541 0.058 0.062 0.058 0.044 0.131 0.062 0.048 0.251 0.064 0.052 -0.224 0.062 0.029 0.197 0.045 0.059 0.145 0.056 -0.254 0.034 -0.550 0.065 0.777 0.810 0.051 0.031 0.860 -0.269 0.019 0.160 -0.252 0.146 0.134 -0.656 0.836 -0.155 0.946 -0.251 0.138 0.804 0.072 0.052 0.052 -0.475 -0.024 0.053 -0.270 -0.149

---

Record 2
Molecular formula: C19H43F7I2N2O11PS6
Method: DFT, ωB97M-V with the def2-TZVPD basis set

XYZ file:
```
91
Properties=species:S:1:pos:R:3
H 0.6606 -2.6548 -6.6378
O -0.4572 0.9951 -3.7254
I -0.5463 0.4317 -0.4691
H 6.2931 -1.2742 3.8876
S -2.7137 -2.8152 1.5694
C 0.6021 -2.9010 -5.5801
C -2.0031 -4.3994 1.9792
F -0.9455 4.5728 -3.9563
F 3.7915 4.9606 -2.2974
H -0.8336 1.1571 4.2390
S -5.1742 6.9499 -5.2779
F 3.5904 3.0030 -3.1979
F 0.9486 5.1631 -2.4498
S 0.7704 -0.1150 5.4298
H -3.5150 8.6739 -5.1929
H -3.9578 8.0849 -3.5587
O 0.7938 -1.2612 4.4827
H 2.0927 -0.5851 -1.5955
H -2.5947 -0.9703 3.0411
C 0.4311 -0.7780 7.0622
O 0.9436 2.7255 -4.8225
H -2.7815 -2.5068 3.9273
H 0.9365 -2.3822 -2.8468
H -2.1339 -5.0643 1.1275
N -0.6905 3.3123 -1.9858
O -2.5469 3.2576 -3.3135
H -1.6184 -0.0298 5.3124
H -0.1377 -2.2667 -5.0911
C -0.8159 0.7030 5.2277
H -0.4562 -1.4096 7.0227
C 7.2675 -2.4085 1.4651
H -4.0129 4.9551 -5.8321
C -1.1005 4.1197 -0.8751
F 2.6757 4.7475 -4.1326
H 4.6201 -0.8536 3.4456
O -5.5102 7.3164 -6.6718
S -3.8240 -6.9245 4.9225
F 1.9886 4.3128 -0.7959
H -6.1462 -6.3735 5.0731
H 7.6908 -2.3996 0.4635
H 3.0750 1.7306 -1.5077
N 0.6831 2.8711 -2.0842
H 2.6280 -2.8613 -2.5387
H 3.6253 -0.3147 -0.8370
C 5.4647 -1.5003 3.2166
H 1.4641 -4.0704 -3.1280
S 2.2131 -2.6109 -4.8557
H -3.0909 -7.3465 7.1315
H -2.9555 6.3822 -5.9546
H 6.8486 -3.3912 1.6800
C 2.9723 4.1514 -2.9795
H -5.8871 -8.0710 4.5638
H 0.8252 2.5240 0.0748
H -5.0567 9.1641 -4.4494
H -0.9242 1.4766 5.9873
C -3.7235 5.8896 -5.3567
C -4.3329 8.3585 -4.5452
H 2.3281 0.6301 -4.3141
H 1.2906 -1.3700 7.3672
C -2.2680 -2.0073 3.1048
C 0.9553 1.9438 -0.8202
H -5.6340 -6.7429 3.4077
H 5.1654 -2.5433 3.3148
H -4.7520 -6.7034 7.1139
C -1.4782 3.6979 -3.1418
P 0.7554 1.7784 -3.5945
H 0.3231 2.4699 -5.5217
C -5.5511 -7.0409 4.4503
C 1.7577 -3.0226 -3.1722
H 0.2856 0.0436 7.7630
H -3.3471 5.6820 -4.3566
O -1.4272 5.2205 -1.0145
C 2.3984 1.3855 -0.7440
H -0.9402 -4.2860 2.1928
H 2.2833 -0.5762 0.2062
C -4.0579 -7.3948 6.6368
F -1.1931 3.5074 0.2577
C 2.5619 -0.1299 -0.7355
H 0.3431 -3.9524 -5.4637
I 3.2935 2.0537 1.1118
S 5.9667 -1.1751 1.5255
O 2.4327 -1.1325 -4.8874
O -3.4600 -5.4789 4.9094
H 8.0399 -2.1543 2.1903
C 1.6528 4.0829 -2.0744
O 2.0098 0.9050 -3.4182
H -4.4413 -8.4135 6.6813
O -1.8602 -2.2177 0.4933
H -2.5235 -4.8068 2.8473
O 4.8679 -1.6593 0.6450
H -1.1874 -2.0438 3.2502
```

Output
- highest occupied orbital energy (eV) = -10.2991
- frontier orbital gap (eV) = 7.12
- total energy (eV) = -155415.517
- net charge = +1
- multiplicity = 1

Need the Löwdin charges? In units of e they are: 0.055 -0.211 1.206 0.057 0.821 -0.253 -0.259 0.183 0.197 0.047 0.804 0.185 0.173 0.800 0.058 0.050 -0.559 0.029 0.046 -0.265 -0.042 0.060 0.058 0.053 0.065 0.261 0.049 0.061 -0.268 0.061 -0.266 0.054 -0.527 0.193 0.043 -0.541 0.810 0.121 0.060 0.051 0.045 -0.037 0.055 0.059 -0.260 0.063 0.876 0.051 0.060 0.061 -0.529 0.056 -0.005 0.051 0.056 -0.281 -0.272 0.102 0.052 -0.269 -0.666 0.050 0.063 0.060 -0.516 0.433 0.137 -0.268 -0.249 0.056 0.027 0.272 -0.778 0.067 0.051 -0.268 0.173 -0.265 0.061 0.977 0.783 -0.567 -0.571 0.056 -0.343 -0.101 0.056 -0.675 0.021 -0.567 0.039